10
Properties=species:S:1:pos:R:3:forces:R:3 method="wB97M-V/def2-TZVPD" total_energy_ev=-28919.8147 max_force_ev_per_a=3.54 lumo_energy_ha=0.12433 homo_energy_ev=-3.83 charge=-1
O 1.66336 1.45834 -0.55445 -0.8751 0.2598 0.3612
S 0.98659 0.23579 -0.11359 2.2261 0.9042 -2.2021
C -0.57615 0.10570 -1.09709 1.1345 -0.3106 0.9244
C -1.62387 0.58596 -0.13660 1.6303 -1.5048 -0.6560
S -1.55053 -1.17406 -0.22821 -0.1306 -1.5190 0.0424
C 1.90092 -0.67957 1.03925 -1.2871 -0.7293 1.3906
O 1.95334 -0.99991 -0.46397 -1.0066 -0.0946 -0.4126
H -1.39859 0.97452 0.79102 0.3165 1.1183 1.8220
H -2.43858 0.87218 -0.65006 -2.8246 1.7381 -1.2369
H 1.08351 -1.37894 1.41368 0.8167 0.1378 -0.0330

10
Properties=species:S:1:pos:R:3:forces:R:3 method="wB97M-V/def2-TZVPD" total_energy_ev=-28926.9438 max_force_ev_per_a=3.26 lumo_energy_ha=0.12976 homo_energy_ev=-3.88 charge=-1
C -0.10196 -1.27933 1.16863 3.2223 0.4419 0.1565
C 2.45988 0.69648 2.37624 0.0758 0.1041 -1.2551
C 0.23922 -0.47780 -0.12466 -1.2401 -1.5045 0.3275
O 3.06244 0.71101 1.32306 -0.7663 0.3284 2.0122
O 2.11983 1.15047 3.42722 0.8412 -0.0694 -0.8859
S -1.41411 -2.18785 1.40438 -1.2929 -0.4316 -0.3194
S 1.18134 -1.25133 2.39746 -1.2366 -0.1847 -0.7402
H -0.01913 -1.05536 -1.06466 0.3550 0.5330 1.1604
H -0.44157 0.34944 -0.05821 -0.2936 0.7502 -0.3260
H 1.25620 -0.13043 -0.09772 0.3354 0.0326 -0.1300

9
Properties=species:S:1:pos:R:3:forces:R:3 method="wB97M-V/def2-TZVPD" multiplicity=4 total_energy_ev=-36745.1354 max_force_ev_per_a=6.03 lumo_energy_ha="-0.49822 / -0.62391" homo_energy_ev="-23.08 / -22.30" charge=+3
C 0.77193 0.04502 -0.77622 2.2108 -0.9438 2.1961
C 0.23834 0.53022 -1.88693 -2.0697 0.9684 -2.8647
H 0.61849 0.22347 -2.86969 0.2938 0.3162 -0.1471
H 1.72107 -0.45163 -0.56400 -0.0944 -0.2498 0.1902
H -0.66488 1.14764 -1.87420 0.0166 0.0946 -0.1442
O -0.70055 -0.66000 2.03855 0.1991 -1.8116 -1.6746
C -0.25005 0.31783 1.52515 -0.7070 4.2709 4.1984
O -0.03263 1.46122 1.64814 0.4247 -2.2674 -2.2874
Tm -1.70172 -2.61378 2.75920 -0.2739 -0.3775 0.5332

9
Properties=species:S:1:pos:R:3:forces:R:3 method="wB97M-V/def2-TZVPD" multiplicity=2 total_energy_ev=-55644.8368 max_force_ev_per_a=8.11 lumo_energy_ha="-0.52496 / -0.51719" homo_energy_ev="-17.44 / -18.01" charge=+2
C -2.61064 1.17426 0.29440 -0.0006 2.4466 -0.8012
C -1.80362 1.99440 -0.44143 -0.3337 -0.3028 0.4148
H -2.96163 1.12736 1.32513 0.3291 -0.4245 -0.0940
H -1.20223 2.76630 0.06142 -0.3948 -0.0410 -0.0406
H -1.95528 2.11977 -1.51986 0.1264 -0.3318 0.1949
O -1.08136 -0.50329 0.23813 3.6526 1.1483 -2.4574
C -0.23664 0.04546 -0.39986 -5.7367 -3.6989 4.3849
Zn 2.25495 0.21218 -1.97447 0.8686 0.1484 -0.7101
O 0.85744 0.01511 -0.85320 1.4893 1.0558 -0.8913

10
Properties=species:S:1:pos:R:3:forces:R:3 method="wB97M-V/def2-TZVPD" total_energy_ev=-20134.1680 max_force_ev_per_a=2.94 lumo_energy_ha=0.14594 homo_energy_ev=-3.21 charge=-1
C -0.14895 0.83743 0.20148 -1.0368 -0.1955 1.7447
C -0.54912 -0.41835 0.32274 1.6873 2.1129 -0.7348
C 0.24863 -0.02801 -0.87365 -1.0752 -0.9427 -2.5644
O -0.26531 0.51521 -3.95183 -1.0584 -0.3230 0.3357
O -2.24268 -0.80196 -2.97834 1.9220 1.4087 -0.1405
O -1.96325 1.59750 -2.41532 1.4297 -1.9955 -0.8793
S -1.25886 0.33359 -2.87787 -0.2520 0.6168 2.7277
H -0.17129 1.78409 0.76540 0.2421 -0.5473 -0.8329
H -0.85414 -1.16455 0.99363 -0.6655 -0.7676 0.3690
H 1.29498 -0.41541 -1.08108 -1.1932 0.6331 -0.0253

10
Properties=species:S:1:pos:R:3:forces:R:3 method="wB97M-V/def2-TZVPD" multiplicity=2 total_energy_ev=-13988.0294 max_force_ev_per_a=1.45 lumo_energy_ha="-0.15369 / -0.22258" homo_energy_ev="-14.36 / -14.76" charge=+1
O -1.78455 0.19730 0.02553 -0.5258 -0.7611 -0.1068
C -2.14192 -0.97659 -0.15690 -0.2772 -0.2988 0.2764
C -1.23916 -2.07541 -0.12295 0.0198 -0.1411 -0.0476
C 3.45368 2.39481 0.13683 1.3475 -0.0659 0.5218
O 4.58937 2.57704 0.11956 -0.4853 0.0807 -0.2868
O 2.31534 2.17030 0.23490 0.2254 0.0320 -0.2612
Tl -0.18464 1.89677 0.25252 -0.4405 0.8746 0.1454
H -1.56705 -3.06002 -0.45569 0.1294 0.2602 0.2061
H -3.21636 -1.19186 -0.28647 0.2751 0.0897 -0.2007
H -0.22472 -1.93235 0.25266 -0.2684 -0.0703 -0.2465

10
Properties=species:S:1:pos:R:3:forces:R:3 method="wB97M-V/def2-TZVPD" total_energy_ev=-11343.3659 max_force_ev_per_a=3.70 lumo_energy_ha="0.14382 / 0.11157" homo_energy_ev="-5.04 / -2.69" charge=-1
C 4.10797 0.75886 0.03751 -0.2282 -3.4378 0.9800
C 3.58264 -0.84563 0.00104 -1.3894 1.3397 0.7058
C -0.49969 0.10127 0.01971 2.0598 0.1221 1.0618
O 4.47688 1.05665 1.14833 0.1302 1.2508 0.8901
O 4.13351 1.06170 -1.11114 0.1947 2.5735 -2.6526
O 4.53869 -1.69170 0.35495 1.1607 -1.4977 0.6723
O 3.97167 -1.67934 -1.02010 0.0792 -0.2093 -0.5888
H 0.62776 0.18509 0.33789 -2.6387 -0.2559 -0.6449
H -0.80584 0.14916 -0.99192 0.2625 0.1248 -0.9898
H -1.33979 -0.08243 0.67168 0.3691 -0.0105 0.5662

10
Properties=species:S:1:pos:R:3:forces:R:3 method="wB97M-V/def2-TZVPD" total_energy_ev=-11350.1610 max_force_ev_per_a=1.73 lumo_energy_ha=0.15516 homo_energy_ev=-4.88 charge=-1
O -2.13601 -0.75994 0.04420 -0.6922 -0.5128 -0.1675
C -1.37071 0.22405 0.13018 0.9326 -0.1709 0.0390
O -1.59839 1.40713 0.34474 -0.0075 0.5329 0.0422
C 0.11664 -0.26316 -0.01270 0.5552 0.8051 -1.4302
O 0.17975 -1.60249 -0.03054 0.0740 0.0610 -0.0524
C 1.29077 0.59746 0.08302 -0.1572 -0.1306 0.3508
O 0.93934 0.48020 -1.26781 -1.1268 -0.7975 0.8026
H -0.79712 -1.82261 -0.15159 0.3802 0.3099 0.2077
H 1.12360 1.58842 0.51060 0.0699 -0.0338 0.0952
H 2.25213 0.15093 0.34991 -0.0283 -0.0633 0.1127